[1]
ORCA calculation (ωB97M-V/def2-TZVPD) on a molecular structure, C25H45CrN2OP3Se in a non-equilibrium geometry.

CARTESIAN COORDINATES (ANGSTROEM)
Cr -0.31 -0.94 -0.60
P -2.49 -1.45 -0.50
P 2.50 -0.39 3.49
P 0.09 -0.27 -2.84
H 1.39 -3.17 -0.08
C 2.39 -2.79 -0.32
C 3.37 -2.74 0.84
H 2.94 -2.77 1.86
C -2.67 -3.19 -0.87
C -2.94 -1.20 1.23
C -3.63 -0.50 -1.50
C 2.69 -1.61 4.80
C 2.30 1.27 4.20
C 1.08 -0.85 2.49
C 1.53 0.79 -3.12
C -1.19 0.69 -3.70
C 0.33 -1.77 -3.83
H 2.78 -3.54 -1.04
H 4.12 -3.56 0.75
H -3.73 -3.45 -0.75
H -2.05 -3.78 -0.18
H -2.34 -3.38 -1.91
H -3.98 -1.53 1.34
H -2.85 -0.13 1.50
H -2.29 -1.79 1.88
H -3.45 -0.71 -2.56
H -3.50 0.58 -1.31
H -4.64 -0.82 -1.20
H 2.07 -1.37 5.68
H 3.75 -1.65 5.09
H 2.40 -2.61 4.42
H 2.85 1.43 5.15
H 1.23 1.49 4.39
H 2.69 2.03 3.50
H 0.44 -1.64 2.92
H 1.46 -1.24 1.52
H 0.47 0.07 2.28
H 1.42 1.33 -4.07
H 2.45 0.20 -3.14
H 1.61 1.52 -2.29
H -0.71 1.22 -4.53
H -1.62 1.43 -3.01
H -1.98 0.03 -4.09
H 0.74 -1.50 -4.82
H -0.63 -2.28 -3.96
H 1.03 -2.45 -3.32
C 4.39 -0.83 -0.26
C 3.53 -1.23 -1.30
C 4.06 -1.35 -2.57
C 5.24 -0.61 -2.87
C 5.80 0.22 -1.88
C 5.44 0.08 -0.53
O 4.48 -1.54 0.93
H 3.56 -0.61 2.57
H 2.40 -1.72 -0.98
H 3.60 -1.98 -3.33
H 5.69 -0.64 -3.87
H 6.54 1.01 -2.12
H 5.92 0.54 0.37
C -1.65 2.38 2.64
N -2.18 2.69 1.31
C -1.57 2.37 0.13
Se 0.11 1.57 -0.02
N -2.43 2.79 -0.85
C -3.62 3.29 -0.30
C -4.86 3.46 -0.89
C -5.97 3.54 -0.03
C -5.82 3.44 1.37
C -4.54 3.30 1.94
C -3.46 3.21 1.08
H -2.13 3.06 3.35
H -0.57 2.56 2.65
H -1.85 1.34 2.91
H -2.23 2.71 -1.84
H -4.93 3.55 -1.98
H -6.97 3.66 -0.45
H -6.71 3.49 2.00
H -4.37 3.27 3.02

Properties
- Total charge: +3
- Energy relative to the best compared isomer or geometry (same formula, charge and spin): 3.051 eV
- Orbital gap (alpha / beta): 5.56 / 6.96 eV
- Multiplicity: 4
- HOMO level (alpha / beta): -14.64 / -15.41 eV
- <S²>: 3.809
- Lowest unoccupied orbital energy (alpha / beta): -9.1 / -8.4 eV

---

[2]
ORCA calculation (ωB97M-V/def2-TZVPD) on 2 unconnected molecules or ions with the total composition C14H38FN7O2P in a non-equilibrium geometry.

CARTESIAN COORDINATES (ANGSTROEM)
C -1.42 5.40 -2.89
C -2.90 5.21 -2.42
F -3.62 4.76 -3.54
N -3.05 4.21 -1.31
C -4.50 4.21 -0.88
C -4.74 3.16 0.26
O -3.74 2.98 1.25
C -2.60 3.81 1.22
C -1.26 3.02 1.58
C -0.84 1.93 0.52
N 0.15 1.05 1.22
N -0.16 2.47 -0.69
N -1.90 1.03 0.05
C -2.30 4.64 -0.09
H -0.69 4.70 -2.40
H -1.32 5.22 -4.00
H -1.03 6.44 -2.71
H -3.38 6.19 -2.15
H -2.74 3.29 -1.65
H -5.16 3.93 -1.74
H -4.83 5.22 -0.52
H -5.72 3.42 0.77
H -4.93 2.16 -0.23
H -2.71 4.57 2.06
H -0.46 3.82 1.57
H -1.27 2.63 2.64
H 0.37 0.25 0.62
H 0.98 1.61 1.42
H -0.14 1.69 -1.36
H 0.82 2.68 -0.49
H -2.59 1.52 -0.52
H -2.40 0.62 0.84
H -2.64 5.71 0.10
H -1.19 4.74 -0.27
O 3.30 -1.87 0.13
P 3.32 -3.39 0.33
N 2.40 -3.77 -1.05
C 0.97 -3.68 -1.23
C 3.09 -3.58 -2.33
N 2.48 -3.36 1.83
C 1.14 -3.84 2.09
C 2.71 -2.17 2.66
N 3.55 -5.12 0.58
C 2.87 -6.24 -0.04
C 4.29 -5.52 1.78
H 0.63 -4.49 -1.89
H 0.66 -2.72 -1.66
H 0.41 -3.83 -0.31
H 3.93 -4.28 -2.41
H 3.49 -2.56 -2.42
H 2.44 -3.76 -3.18
H 0.37 -3.13 1.75
H 0.99 -4.00 3.16
H 0.96 -4.82 1.63
H 2.10 -1.32 2.33
H 3.76 -1.88 2.63
H 2.48 -2.38 3.71
H 1.82 -6.31 0.25
H 3.34 -7.19 0.23
H 2.93 -6.21 -1.13
H 3.61 -5.78 2.60
H 4.93 -4.71 2.12
H 4.94 -6.37 1.58

Properties
- Total charge: +1
- Orbital gap: 7.08 eV
- HOMO level: -9.51 eV
- Lowest unoccupied orbital energy: -2.4 eV

---

[3]
ORCA calculation (ωB97M-V/def2-TZVPD) on 14 unconnected molecules or ions with the total composition C66H115F5O9 in a non-equilibrium geometry.

CARTESIAN COORDINATES (ANGSTROEM)
F -0.03 -2.43 -6.86
C -0.31 -1.08 -6.90
C -1.34 -0.57 -7.61
C -1.74 0.78 -7.54
C -1.05 1.58 -6.73
C 0.08 1.07 -6.08
C 0.54 -0.26 -6.21
H -1.93 -1.31 -8.05
H -2.50 1.04 -8.25
H -1.18 2.65 -6.70
H 0.77 1.80 -5.67
H 1.40 -0.57 -5.65
F -0.49 -3.82 4.82
C 0.74 -3.26 4.62
C 1.73 -4.11 4.15
C 3.01 -3.54 4.09
C 3.25 -2.23 4.50
C 2.19 -1.39 4.90
C 0.91 -1.95 4.93
H 1.57 -5.16 3.97
H 3.79 -4.11 3.57
H 4.23 -1.86 4.32
H 2.34 -0.37 5.24
H 0.04 -1.40 5.22
F 2.16 -5.90 -2.21
C 2.54 -4.84 -2.92
C 1.83 -3.66 -2.77
C 2.29 -2.53 -3.41
C 3.43 -2.62 -4.29
C 4.02 -3.86 -4.46
C 3.57 -5.00 -3.81
H 0.98 -3.75 -2.08
H 1.84 -1.59 -3.18
H 3.84 -1.71 -4.79
H 4.81 -4.01 -5.17
H 4.08 -5.97 -3.87
F 4.31 2.00 -5.60
C 4.43 1.53 -4.36
C 5.56 0.91 -3.94
C 5.57 0.42 -2.64
C 4.52 0.65 -1.78
C 3.41 1.37 -2.23
C 3.30 1.77 -3.53
H 6.33 0.67 -4.68
H 6.44 -0.15 -2.43
H 4.48 0.35 -0.69
H 2.63 1.72 -1.51
H 2.53 2.40 -3.93
F -1.24 5.30 4.74
C -1.62 5.27 3.47
C -1.73 4.10 2.78
C -2.09 4.04 1.40
C -2.45 5.20 0.77
C -2.37 6.38 1.48
C -1.94 6.45 2.80
H -1.58 3.22 3.39
H -2.11 3.06 0.89
H -2.70 5.15 -0.23
H -2.61 7.32 0.98
H -1.97 7.39 3.35
C -1.34 -6.54 -2.50
C -1.40 -6.17 -1.01
O -0.90 -4.86 -0.89
C -0.78 -4.48 0.48
C -1.84 -3.42 0.91
H -2.03 -6.01 -3.13
H -0.28 -6.32 -2.75
H -1.51 -7.62 -2.72
H -2.36 -6.29 -0.49
H -0.78 -6.87 -0.40
H -0.74 -5.27 1.21
H 0.15 -3.90 0.61
H -2.85 -3.90 0.74
H -1.73 -2.48 0.45
H -1.80 -3.31 1.98
C 0.62 1.94 5.08
C 0.55 1.67 6.64
O -0.04 0.40 6.84
C -0.47 0.30 8.29
C -0.69 -1.20 8.57
H -0.42 1.74 4.85
H 0.72 3.02 4.90
H 1.38 1.38 4.49
H 1.60 1.61 7.09
H 0.04 2.43 7.19
H 0.33 0.75 8.93
H -1.34 0.94 8.46
H 0.08 -1.78 8.12
H -1.68 -1.47 8.20
H -0.80 -1.41 9.63
C 5.01 5.23 5.02
C 4.27 5.68 3.82
O 3.46 4.67 3.27
C 2.71 5.19 2.12
C 1.75 4.05 1.70
H 4.33 5.16 5.84
H 5.50 4.28 4.83
H 5.83 5.91 5.30
H 3.60 6.50 4.06
H 4.96 6.08 3.10
H 2.09 6.11 2.35
H 3.46 5.51 1.41
H 1.12 3.99 2.61
H 2.35 3.15 1.63
H 1.14 4.29 0.82
C 7.61 -3.74 -2.25
C 6.56 -3.73 -1.16
O 6.61 -2.46 -0.50
C 5.70 -2.35 0.51
C 4.30 -2.38 -0.02
H 8.56 -3.93 -1.81
H 7.49 -4.62 -2.84
H 7.53 -2.79 -2.79
H 5.53 -3.91 -1.51
H 6.75 -4.51 -0.44
H 5.79 -3.12 1.25
H 5.86 -1.33 0.98
H 3.89 -3.44 -0.06
H 4.34 -1.98 -1.02
H 3.63 -1.81 0.54
C -2.40 -0.74 4.34
C -3.33 0.05 5.22
O -3.51 1.33 4.66
C -4.54 2.00 5.26
C -4.51 3.44 4.76
H -2.23 -1.71 4.79
H -2.87 -0.93 3.39
H -1.42 -0.30 4.10
H -4.30 -0.37 5.20
H -2.99 0.16 6.27
H -5.49 1.48 5.09
H -4.42 2.04 6.35
H -5.38 3.92 5.13
H -4.61 3.56 3.67
H -3.59 3.93 5.13
C 2.44 5.65 -4.70
C 1.52 5.62 -3.49
O 1.07 4.30 -3.31
C -0.04 4.28 -2.47
C -0.73 2.90 -2.42
H 3.25 4.90 -4.62
H 1.98 5.48 -5.68
H 2.89 6.67 -4.68
H 2.13 5.86 -2.61
H 0.66 6.30 -3.61
H 0.18 4.71 -1.50
H -0.77 5.04 -2.87
H 0.03 2.18 -2.20
H -1.22 2.68 -3.37
H -1.46 2.80 -1.60
C -5.02 -1.80 -1.05
C -4.90 -1.30 0.32
O -6.20 -1.19 0.92
C -6.11 -0.70 2.27
C -7.54 -0.23 2.75
H -5.57 -1.07 -1.75
H -4.10 -2.06 -1.60
H -5.69 -2.70 -0.97
H -4.25 -1.93 0.96
H -4.48 -0.32 0.26
H -5.94 -1.53 2.95
H -5.47 0.11 2.38
H -7.70 0.79 2.33
H -7.56 -0.14 3.86
H -8.23 -0.97 2.34
C 0.07 -0.09 1.56
C -0.03 0.75 0.24
O -0.94 0.18 -0.64
C -0.36 -0.73 -1.58
C -1.49 -1.30 -2.39
H 0.53 -1.06 1.35
H 0.56 0.41 2.41
H -0.97 -0.23 1.78
H -0.45 1.73 0.46
H 0.91 0.78 -0.30
H 0.42 -0.21 -2.23
H 0.20 -1.48 -1.04
H -2.05 -2.12 -1.90
H -0.98 -1.71 -3.34
H -2.24 -0.51 -2.65
C -3.25 -4.03 -6.54
C -3.43 -2.97 -5.47
O -4.49 -2.20 -5.82
C -4.61 -1.02 -5.13
C -5.50 0.01 -5.82
H -4.13 -4.66 -6.67
H -3.04 -3.55 -7.50
H -2.36 -4.64 -6.35
H -3.56 -3.33 -4.44
H -2.57 -2.29 -5.35
H -5.05 -1.19 -4.16
H -3.57 -0.57 -4.95
H -5.13 0.16 -6.86
H -5.53 0.92 -5.22
H -6.49 -0.40 -5.82

Properties
- Orbital gap: 9.64 eV
- HOMO level: -9.06 eV
- Lowest unoccupied orbital energy: 0.6 eV

---

[4]
ORCA calculation (ωB97M-V/def2-TZVPD) on 3 unconnected molecules or ions with the total composition C3H12N2O3 in a non-equilibrium geometry.

CARTESIAN COORDINATES (ANGSTROEM)
N -2.31 -0.77 -1.70
C -2.41 -0.08 -2.71
N -1.40 0.74 -2.84
O -3.13 -0.35 -3.62
H -1.53 -0.62 -1.08
H -2.82 -1.64 -1.57
H -1.37 1.20 -3.74
H -0.69 0.88 -2.14
C 1.54 0.87 3.82
O 1.00 1.19 2.51
H 1.33 1.58 4.61
H 1.06 -0.06 4.13
H 2.61 0.67 3.72
H 0.23 1.72 2.75
C 1.46 -1.10 -0.52
O 0.39 -0.25 -0.20
H 2.28 -0.77 -1.16
H 2.01 -1.59 0.28
H 1.02 -1.94 -1.06
H 0.73 0.31 0.50

Properties
- SMILES: NC(N)=O.CO.CO
- Energy relative to the best compared isomer or geometry (same formula, charge and spin): 2.024 eV
- Orbital gap: 9.60 eV
- HOMO level: -9.16 eV
- Lowest unoccupied orbital energy: 0.4 eV

---

[5]
ORCA calculation (ωB97M-V/def2-TZVPD) on a molecular structure, C21H39AsBr3F12N4O8 in a non-equilibrium geometry.

CARTESIAN COORDINATES (ANGSTROEM)
As -1.33 -0.27 -2.05
F -2.11 0.17 -3.54
F -0.21 1.10 -2.00
F -0.67 -0.82 -0.49
F -2.36 -1.68 -1.97
F 0.01 -1.12 -2.82
F -2.57 0.75 -1.22
C 0.67 -4.51 -2.94
C 2.16 -4.22 -2.78
O 2.57 -3.64 -1.77
N 3.01 -4.63 -3.71
C 4.45 -4.31 -3.76
H 0.47 -5.11 -3.83
H 0.11 -3.58 -3.05
H 0.39 -5.08 -2.06
H 2.66 -4.84 -4.63
H 4.52 -3.23 -3.57
H 4.74 -4.50 -4.79
H 5.04 -4.88 -3.05
C -0.93 3.96 4.24
C -0.51 2.77 3.39
O 0.66 2.42 3.34
N -1.54 2.06 2.94
C -1.33 1.03 1.92
H -1.02 3.64 5.28
H -1.81 4.46 3.83
H -0.17 4.74 4.34
H -2.45 2.22 3.33
H -1.19 1.55 0.98
H -2.16 0.33 1.94
H -0.46 0.44 2.22
C 4.27 3.90 2.82
C 3.78 3.84 1.39
O 4.46 4.24 0.46
N 2.60 3.20 1.22
C 1.85 3.05 -0.01
H 5.07 3.18 2.98
H 3.46 3.79 3.55
H 4.75 4.86 3.00
H 2.05 3.02 2.05
H 1.02 3.77 -0.02
H 1.46 2.03 -0.11
H 2.47 3.23 -0.88
C 1.85 -1.49 1.36
C 3.36 -1.79 1.48
O 4.04 -1.33 2.39
N 3.84 -2.55 0.50
C 5.20 -3.10 0.44
H 1.47 -1.81 0.38
H 1.75 -0.41 1.48
H 1.16 -1.98 2.06
H 3.18 -2.93 -0.16
H 5.72 -2.78 1.34
H 5.69 -2.61 -0.40
H 5.12 -4.17 0.29
C -3.27 3.64 0.09
C -2.40 4.19 -1.05
O -2.96 5.42 -1.51
C -2.10 6.36 -1.90
O -0.90 6.34 -1.86
C -2.88 7.62 -2.40
F -4.18 7.55 -2.14
F -2.41 8.69 -1.74
F -2.67 7.85 -3.70
H -3.04 4.10 1.06
H -3.21 2.57 0.24
H -4.31 3.85 -0.15
H -2.44 3.43 -1.83
H -1.37 4.35 -0.72
C -2.36 -4.41 -0.62
C -1.18 -3.83 0.18
O -1.45 -3.85 1.59
C -1.36 -4.98 2.27
O -1.13 -6.06 1.77
C -1.48 -4.81 3.79
F -0.28 -4.89 4.37
F -1.99 -3.60 4.04
F -2.21 -5.78 4.34
H -3.26 -3.81 -0.50
H -2.59 -5.43 -0.29
H -2.02 -4.42 -1.65
H -0.96 -2.82 -0.13
H -0.28 -4.44 0.00
C -5.42 -0.58 -2.60
Br -5.96 0.16 -4.30
Br -5.43 -2.55 -2.57
Br -6.39 0.09 -1.01
H -4.39 -0.30 -2.41

Properties
- Total charge: -1
- Orbital gap: 8.44 eV
- HOMO level: -6.73 eV
- Lowest unoccupied orbital energy: 1.7 eV

---

[6]
ORCA calculation (ωB97M-V/def2-TZVPD) on 12 unconnected molecules or ions with the total composition C3H31NO11S2.

CARTESIAN COORDINATES (ANGSTROEM)
C 2.10 -0.75 1.27
C 1.37 -1.32 0.06
N 1.84 -2.66 -0.31
C -0.13 -1.32 0.38
S -1.06 -2.41 -0.74
S -2.86 -2.74 0.14
H 2.14 -1.47 2.09
H 3.12 -0.45 1.01
H 1.65 0.17 1.63
H 1.49 -0.69 -0.84
H 2.86 -2.66 -0.26
H 1.50 -3.41 0.27
H -0.30 -1.59 1.43
H -0.53 -0.30 0.31
H -3.58 -1.65 -0.10
O 0.35 0.11 -3.40
H 1.01 0.82 -3.18
H 0.76 -0.77 -3.24
O -3.25 0.57 -0.20
H -2.69 0.70 -1.01
H -3.95 1.22 -0.23
O -1.26 -0.52 3.90
H -0.94 -0.17 4.72
H -0.96 -1.46 3.80
O 1.51 -2.31 -2.93
H 1.65 -2.44 -1.96
H 0.91 -3.00 -3.20
O -0.45 3.39 -1.78
H -1.00 2.63 -2.06
H -0.37 3.31 -0.80
O 2.55 2.47 0.08
H 1.65 2.62 0.44
H 3.02 3.30 0.08
O -1.82 1.12 -2.46
H -0.99 0.59 -2.72
H -2.30 1.21 -3.28
O 0.04 3.10 0.92
H -0.58 2.39 1.29
H -0.15 3.92 1.39
O -1.76 1.45 1.95
H -1.57 0.75 2.63
H -2.34 1.06 1.25
O 1.88 2.20 -2.53
H 2.26 2.16 -1.62
H 1.10 2.78 -2.41
O -0.52 -3.10 3.69
H -0.05 -3.24 2.86
H -1.33 -3.61 3.65

Properties
- SMILES: C[C@@H](N)CSS.O.O.O.O.O.O.O.O.O.O.O
- Energy relative to the best compared isomer or geometry (same formula, charge and spin): 0.000 eV
- Orbital gap: 9.12 eV
- HOMO level: -9.09 eV
- Lowest unoccupied orbital energy: 0.0 eV

---

Electronic energy (eV)
-153286.3238, -41656.3716, -102314.9083, -12427.3252, -348334.8949, -49300.0387